Formula: C3H8NOS
Source: the OMol25 dataset
Level of theory: wB97M-V/def2-TZVPD

```
14
Properties=species:S:1:pos:R:3:nbo_charge:R:1
C -0.715 -1.917 -0.915 -0.74
C -0.724 -1.329 0.486 0.71
N -1.309 -0.066 0.631 -0.97
O -0.158 -1.905 1.388 -0.60
H -1.720 -1.966 -1.332 0.20
H -0.300 -2.927 -0.894 0.20
H -0.118 -1.256 -1.548 0.26
H -0.673 0.655 0.050 0.39
H -2.197 -0.035 0.138 0.35
C 1.463 1.815 0.629 -0.73
S 0.585 1.685 -0.972 -0.63
H 2.439 2.278 0.494 0.18
H 0.887 2.423 1.325 0.18
H 1.620 0.843 1.087 0.19
```

## Properties
energy: -647.32303 hartree
relative energy (zero: lowest compared OMol25 entry of this formula, charge and spin): 0.450 eV
molecular weight: 106.17 g/mol
highest occupied orbital energy: -0.1101 Eh
total charge: -1
max |F|: 0.9 eV/A